Below is a molecular structure, C5H36N3O11, with properties calculated with wB97M-V/def2-TZVPD.

Molar mass: 314.35 g mol⁻¹
E_LUMO (alpha / beta): 0.01048 / 0.00740 Eh
Kohn-Sham gap (alpha / beta): 0.1132 / 0.3447 Eh
HOMO level (alpha / beta): -2.8 / -9.2 eV
2S+1: 2

Geometry (Å):
1 C 1.668 -0.855 3.512
2 C 0.915 -0.721 2.185
3 C -0.090 0.448 2.089
4 C -0.009 1.377 0.840
5 N -1.683 0.993 -2.467
6 C -0.727 1.518 -1.581
7 N -0.639 0.645 -0.299
8 N 0.352 -2.054 1.791
9 H 2.403 -1.646 3.566
10 H 0.903 -1.024 4.303
11 H 2.155 0.121 3.664
12 H 1.640 -0.452 1.390
13 H 0.268 1.011 2.994
14 H -1.111 0.269 2.498
15 H 0.992 1.747 0.571
16 H -0.629 2.242 1.058
17 H -2.613 1.282 -2.231
18 H -1.455 0.685 -3.399
19 H 0.295 1.710 -1.897
20 H 0.009 -0.158 -0.592
21 H 0.970 -2.799 2.084
22 H -0.578 -2.186 2.180
23 H 0.013 -2.248 -1.720
24 H 0.378 -2.318 -0.255
25 O 0.593 -1.765 -1.045
26 H 3.474 2.439 -1.831
27 H 2.307 1.769 -2.601
28 O 2.641 2.643 -2.271
29 H -2.873 -0.781 3.646
30 H -3.503 0.708 3.210
31 O -2.950 -0.050 3.021
32 H -4.532 0.401 -0.080
33 H -0.623 3.380 -1.080
34 O -1.348 2.732 -1.138
35 H -3.619 -2.459 -0.752
36 H -2.162 -2.036 -1.132
37 O -2.731 -2.331 -0.400
38 H 5.021 -0.962 -1.471
39 H 4.228 0.028 -2.143
40 O 5.164 -0.169 -2.006
41 H -3.215 -3.592 2.601
42 H -2.585 -2.390 1.737
43 O -2.724 -2.768 2.613
44 H -1.458 0.106 -0.006
45 H -3.793 0.123 1.245
46 O -3.747 0.627 0.426
47 H 1.715 -0.518 -2.868
48 H 1.537 0.522 -4.113
49 O 1.509 0.402 -3.161
50 H 0.505 4.952 -1.261
51 H 1.220 3.619 -1.424
52 O 0.376 4.009 -1.122
53 H 3.038 -2.541 -2.849
54 H 2.234 -1.964 -1.659
55 O 2.874 -1.721 -2.367



Below is a molecular structure, C50H51CrN6O2S3, with properties calculated with wB97M-V/def2-TZVPD.

Molar mass: 916.19 g mol⁻¹
E_LUMO (alpha / beta): -0.11453 / -0.11429 Eh
Kohn-Sham gap (alpha / beta): 0.1526 / 0.2275 Eh
HOMO level (alpha / beta): -7.3 / -9.3 eV
2S+1: 5
Net charge: +1

Geometry (Å):
1 Cr -1.471 0.744 -0.755
2 N 0.123 -0.125 -1.331
3 S 1.451 -0.156 -0.670
4 N 1.662 -0.924 0.758
5 S 1.634 -0.184 2.149
6 N 0.285 0.548 2.540
7 S -1.140 -0.195 2.234
8 N -1.600 -0.243 0.835
9 C -1.186 -1.859 2.881
10 C -1.439 -2.101 4.223
11 C -1.544 -3.414 4.651
12 C -1.407 -4.455 3.743
13 C -1.171 -4.192 2.399
14 C -1.070 -2.885 1.956
15 C -2.210 0.750 3.305
16 C -3.566 0.687 3.016
17 C -4.442 1.473 3.743
18 C -3.957 2.319 4.734
19 C -2.599 2.367 5.016
20 C -1.713 1.576 4.302
21 C 1.992 -1.444 3.316
22 C 2.508 -2.688 2.958
23 C 2.889 -3.564 3.961
24 C 2.779 -3.201 5.297
25 C 2.286 -1.944 5.642
26 C 1.900 -1.059 4.658
27 C 2.848 1.041 2.309
28 C 4.187 0.660 2.075
29 C 5.199 1.550 2.351
30 C 4.912 2.806 2.898
31 C 3.592 3.150 3.188
32 C 2.556 2.283 2.913
33 C 2.145 1.502 -0.593
34 C 3.412 1.783 -1.109
35 C 3.801 3.103 -1.279
36 C 2.936 4.141 -0.968
37 C 1.672 3.856 -0.460
38 C 1.275 2.546 -0.281
39 C 2.576 -1.075 -1.693
40 C 3.817 -1.476 -1.220
41 C 4.697 -2.104 -2.085
42 C 4.328 -2.336 -3.405
43 C 3.073 -1.954 -3.859
44 C 2.191 -1.314 -3.003
45 H -1.554 -1.277 4.916
46 H -1.743 -3.624 5.694
47 H -1.493 -5.478 4.085
48 H -1.078 -5.009 1.696
49 H -0.909 -2.640 0.914
50 H -3.911 0.038 2.220
51 H -5.503 1.426 3.540
52 H -4.644 2.946 5.287
53 H -2.231 3.021 5.796
54 H -0.650 1.599 4.499
55 H 2.582 -2.950 1.911
56 H 3.272 -4.542 3.701
57 H 3.091 -3.889 6.071
58 H 2.209 -1.658 6.682
59 H 1.536 -0.068 4.897
60 H 4.401 -0.332 1.695
61 H 6.226 1.269 2.160
62 H 5.714 3.498 3.117
63 H 3.373 4.112 3.635
64 H 1.528 2.535 3.132
65 H 4.084 0.982 -1.374
66 H 4.789 3.315 -1.668
67 H 3.244 5.168 -1.116
68 H 0.998 4.661 -0.196
69 H 0.299 2.327 0.136
70 H 4.078 -1.304 -0.185
71 H 5.672 -2.412 -1.732
72 H 5.017 -2.831 -4.077
73 H 2.784 -2.157 -4.881
74 H 1.199 -1.010 -3.314
75 O -0.704 4.183 -2.953
76 C -0.644 2.901 -2.769
77 O -1.320 2.361 -1.903
78 C 0.277 2.139 -3.706
79 N 1.015 3.104 -4.529
80 C 0.814 2.773 -5.951
81 C -0.574 2.145 -5.966
82 C -0.566 1.296 -4.691
83 H 0.903 1.502 -3.082
84 H 1.994 3.157 -4.279
85 H -0.043 4.343 -3.679
86 H 1.554 2.050 -6.311
87 H 0.887 3.672 -6.561
88 H -0.748 1.554 -6.862
89 H -1.343 2.918 -5.907
90 H -0.075 0.339 -4.874
91 H -1.560 1.099 -4.290
92 C -3.778 -3.538 -1.915
93 N -3.788 -2.791 -3.160
94 C -3.231 -3.573 -4.246
95 C -3.141 -1.502 -3.017
96 C -3.956 -0.526 -2.190
97 C -5.349 -0.516 -2.254
98 C -6.082 0.371 -1.480
99 C -5.440 1.278 -0.646
100 C -4.055 1.287 -0.606
101 C -3.314 0.386 -1.366
102 H -4.392 -4.432 -2.024
103 H -4.190 -2.925 -1.115
104 H -2.758 -3.845 -1.626
105 H -3.808 -4.492 -4.358
106 H -2.176 -3.849 -4.075
107 H -3.297 -3.012 -5.179
108 H -3.011 -1.084 -4.021
109 H -2.138 -1.586 -2.561
110 H -5.842 -1.229 -2.902
111 H -7.164 0.363 -1.530
112 H -6.012 1.963 -0.032
113 H -3.539 2.009 0.035



Below is a molecular structure, C28H35BrFN7O2Ru, with properties calculated with wB97M-V/def2-TZVPD.

Molar mass: 701.61 g mol⁻¹
E_LUMO (alpha / beta): -0.19957 / -0.24276 Eh
Kohn-Sham gap (alpha / beta): 0.2764 / 0.2352 Eh
HOMO level (alpha / beta): -13.0 / -13.0 eV
2S+1: 5
Net charge: +2

Geometry (Å):
1 Ru 0.582 -1.016 -0.796
2 O -1.710 1.680 3.725
3 C -1.021 2.770 3.277
4 C -0.750 3.860 4.094
5 C -0.063 4.947 3.585
6 C 0.391 4.947 2.275
7 C 0.160 3.850 1.466
8 C -0.569 2.770 1.952
9 C -0.856 1.548 1.119
10 O 0.256 0.619 1.149
11 N -1.066 1.863 -0.265
12 N -0.585 1.118 -1.261
13 C -0.664 1.609 -2.457
14 C -0.111 1.028 -3.625
15 Br 1.227 -0.346 -3.300
16 C -0.287 1.404 -4.920
17 C -1.197 2.359 -5.485
18 C -2.383 2.810 -4.880
19 C -3.167 3.762 -5.497
20 C -2.804 4.281 -6.734
21 C -1.660 3.815 -7.370
22 C -0.876 2.858 -6.764
23 H -2.158 1.903 4.552
24 H -1.076 3.847 5.126
25 H 0.136 5.792 4.223
26 H 0.925 5.801 1.888
27 H 0.558 3.830 0.461
28 H -1.745 1.040 1.534
29 H -1.352 2.818 -0.468
30 H -1.132 2.584 -2.602
31 H 0.363 0.935 -5.647
32 H -2.731 2.377 -3.955
33 H -4.076 4.100 -5.022
34 H -3.429 5.021 -7.211
35 H -1.388 4.192 -8.343
36 H 0.015 2.499 -7.256
37 C 0.729 -6.541 -2.951
38 C 1.136 -5.251 -2.359
39 C 2.386 -4.689 -2.170
40 C 2.163 -3.413 -1.644
41 N 0.849 -3.213 -1.500
42 N 0.244 -4.332 -1.933
43 C 3.219 -2.422 -1.281
44 H 1.559 -7.241 -2.948
45 H 0.414 -6.393 -3.984
46 H -0.106 -6.983 -2.413
47 H 3.337 -5.124 -2.388
48 H -0.762 -4.409 -1.942
49 H 3.832 -2.197 -2.154
50 H 3.864 -2.845 -0.513
51 H 2.803 -1.473 -0.878
52 F 1.328 -1.871 1.019
53 C -1.042 -3.250 3.806
54 C -1.903 -2.393 2.887
55 N -1.093 -1.332 2.312
56 C -0.047 -0.824 2.973
57 N 0.614 0.231 2.434
58 C 2.000 0.540 2.753
59 C 2.522 -0.449 3.781
60 C 1.436 -0.634 4.833
61 N 0.285 -1.234 4.188
62 C -0.393 -2.341 4.839
63 H -0.266 -3.744 3.220
64 H -1.649 -4.006 4.302
65 H -2.729 -1.945 3.451
66 H -2.326 -2.986 2.079
67 H -1.065 -1.251 1.292
68 H 2.045 1.567 3.129
69 H 2.572 0.470 1.821
70 H 3.445 -0.084 4.224
71 H 2.721 -1.410 3.304
72 H 1.157 0.333 5.262
73 H 1.766 -1.290 5.637
74 H -1.143 -1.950 5.533
75 H 0.344 -2.901 5.417



Energy relative to the best compared isomer or geometry (same formula, charge and spin)
In order: 63.9 48.6 7.5
Unit: kcal/mol